# 1
A structure of composition C4HLiLuO4 in a non-equilibrium geometry. Source: the Open Molecules 2025 dataset; level of theory: ωB97M-V with the def2-TZVPD basis set.

Calculated values
charge = +2
molar mass = 294.96 g mol⁻¹
multiplicity = 2
HOMO energy (alpha / beta) = -16.62 / -17.53 eV

XYZ file:
```
11
Properties=species:S:1:pos:R:3:forces:R:3:mulliken_spin:R:1
O 2.80512 -2.04127 0.83280 -0.497 0.377 0.094 -0.01
C 3.71010 -2.71520 0.75809 0.412 -0.274 -0.013 0.00
C -0.05094 1.46822 0.69276 0.290 -0.241 1.715 0.00
C 0.24938 1.60861 1.85502 0.253 -0.160 -0.826 0.00
H 0.60145 1.81155 2.85308 -0.155 0.055 -0.300 0.00
Li 1.19546 -0.70788 1.11309 0.201 0.245 0.200 -0.01
O -1.47789 -0.26840 -1.81640 0.160 -1.649 -1.722 -0.04
C -0.60857 -0.00375 -0.98165 -0.687 1.644 2.180 0.00
O 0.13863 -0.86404 -0.45182 0.550 -1.495 -0.784 -0.16
O -0.61316 1.27010 -0.46966 -0.263 -0.774 -1.459 -0.01
Lu -0.85215 -2.48139 -2.26056 -0.262 2.272 0.916 1.23
```
Forces are in eV/Å.

# 2
A cluster of 5 separate species, CH11NO4 in total. Source: the Open Molecules 2025 dataset; level of theory: ωB97M-V with the def2-TZVPD basis set.

Calculated values
relative energy (zero: lowest compared OMol25 entry of this formula, charge and spin) = 142.01 kJ/mol
molar mass = 101.10 g mol⁻¹
structure (SMILES) = C=N.O.O.O.O
multiplicity = 1
HOMO energy = -10.05 eV

XYZ file:
```
17
Properties=species:S:1:pos:R:3:forces:R:3:nbo_charge:R:1
C 4.45768 -0.96999 -4.79307 -0.352 -0.137 -0.077 -0.04
N 5.47430 -0.58071 -4.17056 0.571 -0.262 0.353 -0.59
H 4.23463 -2.03613 -4.78759 0.035 -0.057 -0.007 0.16
H 3.73233 -0.36155 -5.33825 0.136 0.294 -0.005 0.14
H 5.67205 0.41519 -4.17642 -0.387 0.162 -0.264 0.34
H -2.96527 -1.05065 3.60224 -0.119 0.393 -0.204 0.48
H -3.74760 -0.00820 2.73563 0.275 -0.272 0.470 0.47
O -3.30819 -0.14075 3.59240 -0.075 -0.135 -0.297 -0.96
H -0.97897 -1.13873 4.81607 0.272 0.083 0.144 0.49
H -1.88814 -2.18523 5.43042 0.033 -0.135 0.156 0.46
O -1.08334 -2.09871 4.91192 -0.360 0.111 -0.223 -0.96
H -0.91086 1.43381 5.14220 -0.038 -0.319 0.325 0.48
H -0.21556 0.98292 3.92247 0.211 -0.321 -0.131 0.48
O -0.33819 0.71473 4.84060 -0.198 0.595 -0.241 -0.94
H -2.06328 2.33627 -5.69119 -0.006 -0.029 -0.009 0.47
H -3.31773 1.97480 -4.89796 -0.044 -0.091 0.004 0.47
O -2.75387 2.71292 -5.13892 0.048 0.118 0.005 -0.94
```
Forces are in eV/Å.

# 3
A structure of composition C25H30B2BrF4N6O10ReS2. Source: the Open Molecules 2025 dataset; level of theory: ωB97M-V with the def2-TZVPD basis set.

Calculated values
relative energy (zero: lowest compared OMol25 entry of this formula, charge and spin) = 67.44 kJ/mol
charge = +1
molar mass = 1002.41 g mol⁻¹
multiplicity = 2
HOMO energy (alpha / beta) = -10.85 / -10.32 eV

XYZ file:
```
81
Properties=species:S:1:pos:R:3:forces:R:3:mulliken_spin:R:1
Re 0.83058 -0.27784 -0.67566 -0.614 -0.053 0.052 1.01
C -2.25556 -2.34262 1.56682 -0.015 0.013 0.041 0.00
C -1.52851 -1.42586 0.64746 -0.024 0.036 0.033 0.04
N -0.36211 -0.96012 0.89192 -0.001 -0.087 -0.033 -0.04
O 0.14395 -1.19462 2.11806 0.046 0.070 -0.006 -0.01
B 1.53349 -1.84903 2.06170 -0.045 0.086 0.106 0.02
F 1.42057 -2.94554 1.21993 0.008 -0.045 -0.033 0.00
F 1.84646 -2.11621 3.35659 -0.002 -0.016 -0.033 0.00
O 2.58861 -0.92016 1.54458 0.038 -0.043 -0.057 0.00
N 2.54080 -0.66032 0.21722 0.001 0.054 0.058 -0.07
C 3.70979 -0.45907 -0.37484 -0.012 -0.047 0.017 -0.01
C 5.01912 -0.64686 0.31600 0.018 -0.025 -0.017 0.00
C 3.55026 -0.07158 -1.72587 0.034 -0.134 -0.041 -0.04
N 2.27795 0.03549 -2.09804 0.057 -0.151 -0.080 -0.02
O 2.20086 0.43199 -3.45306 -0.348 0.417 0.225 -0.01
B 1.43582 -0.24121 -4.34996 0.671 -0.430 -0.269 0.01
F 1.39995 0.25675 -5.57262 -0.258 0.123 0.098 0.00
F 0.89393 -1.43010 -4.12918 -0.295 0.144 0.221 0.00
O -0.88106 1.23656 -3.52502 0.116 -0.184 -0.032 0.00
N -1.28276 0.02406 -1.31789 -0.047 -0.241 -0.226 0.03
C -2.11164 -1.07477 -0.71693 0.087 -0.002 0.080 -0.01
C -3.59143 -0.75231 -0.60150 -0.045 -0.017 -0.042 0.00
C 4.70088 0.17487 -2.64245 0.048 0.012 -0.001 0.00
H -1.52468 -2.91467 2.13538 -0.002 0.005 0.001 0.00
H -2.90281 -3.01832 1.00942 0.011 -0.012 0.002 0.00
H -2.86708 -1.78696 2.28165 -0.008 0.002 -0.013 0.00
H 4.87828 -1.24090 1.21408 -0.004 0.006 0.000 0.00
H 5.45554 0.31051 0.60888 -0.007 0.000 0.012 0.00
H 5.72822 -1.15397 -0.33723 0.000 0.009 -0.003 0.00
H -4.05684 -0.63698 -1.57956 0.019 0.000 -0.009 0.00
H -3.72186 0.16303 -0.02315 -0.014 -0.011 0.014 0.00
H -4.10718 -1.56324 -0.09441 0.013 0.000 0.006 0.00
H 5.58620 0.43734 -2.06839 0.006 -0.011 -0.002 0.00
H 4.48099 0.97228 -3.34774 0.007 0.002 0.023 0.00
H 4.93239 -0.72382 -3.21967 -0.025 -0.001 -0.009 0.00
O 0.48943 3.01207 -2.40996 0.014 0.090 -0.091 0.00
S -0.73775 2.83484 -3.07811 0.126 -0.062 0.132 -0.01
O -1.90597 2.48029 -2.02782 0.034 0.009 0.103 0.00
O -1.19552 3.66352 -4.11459 -0.077 -0.028 -0.044 0.00
S -2.00537 0.81961 -2.40703 -0.128 0.214 -0.026 0.01
C -1.96185 4.64492 5.55222 -0.002 0.041 0.002 0.00
C -2.54181 3.76452 4.45689 -0.024 -0.031 -0.014 0.00
N -1.49268 3.15697 3.63248 -0.105 -0.105 -0.094 0.00
C -0.92617 1.90012 4.11395 0.022 0.044 0.085 0.00
C -1.82576 0.69877 3.85120 -0.025 0.017 -0.005 0.00
C -1.09960 3.83121 2.53181 0.091 0.063 0.030 0.00
O -1.57918 4.89907 2.18292 0.009 0.006 0.033 0.00
C 0.02896 3.28709 1.68743 0.024 0.071 0.026 0.00
C 1.07933 4.14732 1.37990 -0.020 -0.039 -0.033 0.02
C 2.07815 3.70763 0.53243 -0.013 -0.014 0.000 -0.01
C 1.98372 2.44404 -0.01642 0.053 -0.006 0.097 0.03
N 0.95886 1.62012 0.24794 0.184 0.059 -0.126 -0.05
C 0.00709 2.04336 1.09931 -0.070 -0.056 -0.022 0.02
H -2.76270 5.07716 6.15190 -0.002 -0.006 0.001 0.00
H -1.38793 5.46151 5.11456 -0.004 -0.002 -0.003 0.00
H -1.31131 4.08051 6.22178 0.004 -0.008 -0.009 0.00
H -3.18447 4.34866 3.80300 0.005 -0.002 -0.011 0.00
H -3.13965 2.95547 4.87858 0.016 0.009 0.027 0.00
H -0.77098 2.00597 5.18984 0.031 -0.016 -0.002 0.00
H 0.06163 1.75021 3.68223 -0.024 -0.014 -0.048 0.00
H -2.75684 0.77064 4.41393 -0.001 0.003 0.000 0.00
H -1.31791 -0.22234 4.13307 0.005 0.009 0.017 0.00
H -2.08661 0.63156 2.79171 0.011 -0.012 -0.004 0.00
H 1.08866 5.14537 1.79727 0.003 0.000 0.004 0.00
H 2.91758 4.33694 0.27460 0.001 0.001 0.005 0.00
H 2.73665 2.07416 -0.69557 -0.015 -0.001 -0.010 0.01
H -0.79864 1.35303 1.29663 0.003 -0.012 -0.018 0.02
Br 1.70041 -4.78022 -1.68787 -0.007 -0.007 -0.015 0.00
C 0.17493 -4.86093 -2.78982 0.031 -0.008 -0.022 0.00
C 0.08171 -5.93765 -3.65890 -0.002 0.004 0.005 0.00
C -1.03037 -6.08865 -4.47069 0.001 -0.002 -0.004 0.00
C -2.07487 -5.17641 -4.41440 0.000 0.012 0.005 0.00
C -1.99713 -4.11240 -3.53933 -0.041 -0.037 -0.011 0.00
C -0.87273 -3.93295 -2.72730 0.018 0.040 0.086 0.00
C -0.81726 -2.73751 -1.87512 -0.160 0.044 0.065 0.03
O -2.03458 -2.24083 -1.56849 0.038 0.066 -0.053 0.01
O 0.21210 -2.20861 -1.49925 0.566 0.196 -0.146 0.01
H 0.88558 -6.65900 -3.69166 0.003 0.004 0.004 0.00
H -1.08059 -6.93053 -5.14825 0.001 0.000 0.001 0.00
H -2.94277 -5.29564 -5.04737 -0.001 -0.001 0.002 0.00
H -2.80692 -3.39880 -3.48621 0.011 0.000 -0.001 0.00
```
Forces are in eV/Å.

Record order is preserved below.
E: -46160.243, -10894.554, -161893.070 eV